{"formula": "C61H177N25O18P10", "method": "ωB97M-V/def2-TZVPD", "largest_force_ev_per_a": 4.72, "smiles": "CN(C)P(=O)(N(C)C)N(C)C.CN(C)P(=O)(N(C)C)N(C)C.CN(C)P(=O)(N(C)C)N(C)C.CN(C)P(=O)(N(C)C)N(C)C.CN(C)P(=O)(N(C)C)N(C)C.CN(C)P(=O)(N(C)C)N(C)C.CN(C)P(=O)(N(C)C)N(C)C.CN(C)P(=O)(N(C)C)N(C)C.CCOP(=O)(OCC)OCC.CCOP(=O)(OCC)OCC.C[N+](=O)[O-]", "energy_ha": -8567.240550, "orbital_gap_ha": 0.2824, "homo_ha": -0.28106, "lumo_ev": 0.04, "total_charge": 0, "symbols": ["O", "P", "N", "C", "C", "N", "C", "C", "N", "C", "C", "H", "H", "H", "H", "H", "H", "H", "H", "H", "H", "H", "H", "H", "H", "H", "H", "H", "H", "O", "P", "N", "C", "C", "N", "C", "C", "N", "C", "C", "H", "H", "H", "H", "H", "H", "H", "H", "H", "H", "H", "H", "H", "H", "H", "H", "H", "H", "O", "P", "N", "C", "C", "N", "C", "C", "N", "C", "C", "H", "H", "H", "H", "H", "H", "H", "H", "H", "H", "H", "H", "H", "H", "H", "H", "H", "H", "O", "P", "N", "C", "C", "N", "C", "C", "N", "C", "C", "H", "H", "H", "H", "H", "H", "H", "H", "H", "H", "H", "H", "H", "H", "H", "H", "H", "H", "O", "P", "N", "C", "C", "N", "C", "C", "N", "C", "C", "H", "H", "H", "H", "H", "H", "H", "H", "H", "H", "H", "H", "H", "H", "H", "H", "H", "H", "O", "P", "N", "C", "C", "N", "C", "C", "N", "C", "C", "H", "H", "H", "H", "H", "H", "H", "H", "H", "H", "H", "H", "H", "H", "H", "H", "H", "H", "O", "P", "N", "C", "C", "N", "C", "C", "N", "C", "C", "H", "H", "H", "H", "H", "H", "H", "H", "H", "H", "H", "H", "H", "H", "H", "H", "H", "H", "O", "P", "N", "C", "C", "N", "C", "C", "N", "C", "C", "H", "H", "H", "H", "H", "H", "H", "H", "H", "H", "H", "H", "H", "H", "H", "H", "H", "H", "C", "N", "O", "O", "H", "H", "H", "C", "C", "O", "P", "O", "O", "C", "C", "O", "C", "C", "H", "H", "H", "H", "H", "H", "H", "H", "H", "H", "H", "H", "H", "H", "H", "C", "C", "O", "P", "O", "O", "C", "C", "O", "C", "C", "H", "H", "H", "H", "H", "H", "H", "H", "H", "H", "H", "H", "H", "H", "H"], "coordinates": [[1.2854, -5.5451, 0.4395], [1.2006, -6.0708, 1.8081], [-0.3154, -6.6741, 2.3678], [-1.3149, -5.7522, 2.9619], [-1.0046, -7.6492, 1.4496], [1.5769, -5.1598, 3.1942], [1.2441, -3.7038, 3.3135], [1.6543, -5.6386, 4.6121], [2.2040, -7.4520, 2.0531], [3.6208, -7.3108, 1.6704], [1.9308, -8.7097, 2.8331], [-1.3761, -4.9391, 2.2386], [-0.9600, -5.3646, 3.9169], [-2.3369, -6.1287, 2.9199], [-0.9228, -7.2197, 0.4511], [-2.0476, -7.8885, 1.6567], [-0.4530, -8.5754, 1.2887], [1.4367, -3.2489, 4.2852], [1.6880, -3.1853, 2.4636], [0.1598, -3.5935, 3.3304], [1.0085, -5.3110, 5.4268], [1.5930, -6.7269, 4.6125], [2.6433, -5.3929, 4.9990], [4.1518, -8.2235, 1.4000], [3.7780, -6.6952, 0.7848], [4.1249, -6.8190, 2.5024], [1.6116, -8.4451, 3.8412], [2.7949, -9.3564, 2.9852], [1.2004, -9.3621, 2.3545], [-4.1597, -0.0711, -8.5521], [-3.1015, 0.9257, -8.4511], [-1.6089, 0.3164, -9.0533], [-0.3750, 1.0530, -9.1039], [-1.5699, -0.9032, -9.8340], [-2.7965, 1.4207, -6.8574], [-1.9128, 0.6244, -5.9863], [-3.7125, 2.2345, -6.0584], [-3.4161, 2.4580, -9.2546], [-4.6561, 2.7188, -9.9511], [-2.5247, 3.6075, -9.0628], [0.5321, 0.4717, -8.9386], [-0.3995, 1.7650, -8.2790], [-0.2398, 1.5926, -10.0413], [-2.3356, -0.8727, -10.6091], [-1.7124, -1.7338, -9.1427], [-0.6244, -0.9848, -10.3703], [-1.7276, 1.3112, -5.1603], [-2.3940, -0.2915, -5.6431], [-0.8995, 0.4332, -6.3395], [-4.5052, 1.6505, -5.5906], [-3.1443, 2.7317, -5.2723], [-4.2284, 2.8786, -6.7706], [-5.3538, 3.2180, -9.2787], [-4.4187, 3.1173, -10.9374], [-5.2065, 1.7780, -9.9612], [-3.0717, 4.3841, -8.5282], [-2.2712, 3.9983, -10.0482], [-1.5565, 3.3926, -8.6107], [-1.3927, -2.4011, -3.0018], [-1.7343, -3.5107, -4.0097], [-0.9075, -3.4156, -5.5815], [0.2033, -2.4937, -5.5776], [-1.2552, -4.1334, -6.7886], [-3.4006, -3.6723, -4.2205], [-4.2613, -2.8616, -5.0959], [-4.2075, -4.5975, -3.3418], [-1.1795, -4.9580, -3.3986], [-1.5597, -6.2859, -3.8584], [-0.5492, -4.9656, -2.1412], [0.5027, -2.1811, -6.5780], [0.9239, -3.0752, -5.0026], [0.1303, -1.5085, -5.1168], [-0.3107, -4.4189, -7.2517], [-1.7478, -3.4271, -7.4568], [-1.8885, -4.9745, -6.5062], [-4.6058, -1.9083, -4.6951], [-3.7872, -2.5805, -6.0363], [-5.1519, -3.4600, -5.2883], [-5.1153, -4.2370, -2.8579], [-4.4545, -5.4591, -3.9621], [-3.7664, -5.1051, -2.4840], [-2.1705, -6.8087, -3.1224], [-1.8743, -6.2252, -4.9002], [-0.6609, -6.8878, -3.7242], [-1.2976, -4.9742, -1.3488], [0.0329, -4.0473, -2.0631], [0.1922, -5.7499, -1.9886], [4.8390, 2.6731, -2.3611], [6.0399, 1.9368, -1.8731], [6.1581, 1.5349, -0.1257], [5.0074, 1.8974, 0.6163], [7.3211, 0.8139, 0.5086], [7.5123, 2.8250, -2.2173], [7.7866, 3.1250, -3.5879], [8.1362, 3.6666, -1.1614], [6.3099, 0.3714, -2.5805], [7.4522, -0.4151, -2.3923], [5.0382, -0.4619, -2.7286], [5.3446, 2.3224, 1.5617], [4.2632, 1.1270, 0.8184], [4.3650, 2.5949, 0.0788], [7.0809, -0.2001, 0.8284], [7.7925, 1.4913, 1.2206], [8.1157, 0.6112, -0.2095], [7.5186, 4.1687, -3.7525], [8.8328, 3.0795, -3.8901], [7.1942, 2.4465, -4.2017], [8.9179, 3.0135, -0.7735], [8.6083, 4.5417, -1.6079], [7.4331, 4.0161, -0.4053], [7.6672, -0.8582, -3.3647], [8.4310, 0.0609, -2.3315], [7.3531, -1.2090, -1.6521], [4.8110, -0.9302, -1.7709], [5.0845, -1.2087, -3.5211], [4.1926, 0.1326, -3.0744], [2.1985, 5.9061, 5.4084], [1.7981, 5.9783, 3.9840], [1.2352, 7.5198, 3.4436], [1.0408, 7.7826, 2.0135], [1.3170, 8.7774, 4.2070], [0.4732, 4.9152, 3.5607], [-0.8050, 5.3442, 4.2600], [0.6906, 3.5169, 3.7825], [3.0571, 5.6501, 2.8917], [4.4280, 5.7354, 3.4132], [2.7703, 5.1362, 1.6253], [0.6851, 6.9372, 1.4245], [1.9843, 8.0749, 1.5524], [0.3718, 8.6278, 1.8523], [1.2547, 9.6305, 3.5314], [2.2874, 8.8350, 4.7001], [0.5017, 9.0014, 4.8949], [-0.9056, 4.9999, 5.2893], [-0.8228, 6.4315, 4.3332], [-1.6653, 4.9177, 3.7442], [0.9437, 3.2861, 4.8173], [-0.2388, 3.0168, 3.5100], [1.5249, 3.2702, 3.1258], [5.0606, 6.3993, 2.8238], [4.6203, 6.0323, 4.4442], [4.8897, 4.7568, 3.2824], [2.9525, 5.9761, 0.9548], [1.7851, 4.7234, 1.4084], [3.5275, 4.4003, 1.3550], [4.7335, -2.0071, 5.9052], [4.3209, -0.7019, 6.5499], [3.3376, -0.9979, 7.8969], [3.2279, 0.0012, 8.9546], [2.3010, -2.0411, 7.7618], [3.4212, 0.3074, 5.4440], [4.2418, 0.5823, 4.1904], [2.0505, -0.0521, 5.1181], [5.6384, 0.3864, 7.0320], [5.4819, 1.8112, 7.2747], [6.9137, -0.2009, 7.3989], [4.1975, 0.1283, 9.4363], [2.5898, -0.4476, 9.7158], [2.7133, 0.8931, 8.5971], [2.4392, -2.7066, 6.9096], [1.3638, -1.5094, 7.5975], [2.2125, -2.7132, 8.6154], [5.1229, 1.0948, 4.5765], [4.3831, -0.4188, 3.7830], [3.7470, 1.1565, 3.4071], [1.8628, -1.1258, 5.1102], [1.4761, 0.4327, 5.9075], [1.7090, 0.4277, 4.2009], [4.4270, 2.0210, 7.0984], [5.6585, 2.1286, 8.3024], [6.1975, 2.3361, 6.6418], [7.0912, -0.8498, 6.5413], [6.6487, -0.8871, 8.2033], [7.7106, 0.5320, 7.5247], [-4.1809, 0.1688, 5.3491], [-3.7627, 0.1269, 6.7621], [-2.2656, 0.9750, 6.9673], [-1.5017, 0.6684, 8.1894], [-1.4910, 1.3403, 5.7285], [-3.6429, -1.4656, 7.3400], [-3.1493, -2.6081, 6.4183], [-3.6808, -1.9353, 8.7177], [-5.0147, 0.7780, 7.8870], [-6.4284, 0.7764, 7.5053], [-4.6582, 1.7599, 9.0255], [-0.4275, 0.8520, 8.2102], [-1.5327, -0.4075, 8.3614], [-1.8353, 1.2077, 9.0760], [-2.0114, 1.8887, 4.9433], [-1.1630, 0.3585, 5.3870], [-0.7901, 2.0969, 6.0811], [-2.8921, -2.2989, 5.4052], [-2.1789, -2.9025, 6.8182], [-3.9348, -3.3634, 6.4435], [-2.6668, -1.7906, 9.0906], [-4.3347, -1.3651, 9.3775], [-4.0839, -2.9474, 8.6820], [-6.5855, 1.4971, 6.7028], [-6.8538, -0.1967, 7.2601], [-7.0252, 1.1351, 8.3439], [-4.0091, 1.2012, 9.6997], [-5.6055, 2.0574, 9.4752], [-4.2008, 2.6786, 8.6584], [0.3363, 0.5513, 2.0783], [-0.5660, 0.8130, 0.8958], [0.1238, 1.3225, -0.5944], [-0.4809, 1.1201, -1.9424], [1.4731, 1.7816, -0.7243], [-1.9752, 1.7868, 1.0719], [-1.8757, 3.2073, 0.7778], [-3.0577, 1.4797, 2.0172], [-1.2363, -0.7569, 0.4085], [-2.6086, -0.8625, -0.0675], [-0.4973, -2.1042, 0.5033], [-1.5565, 1.2459, -1.8178], [-0.3444, 0.1063, -2.3186], [-0.1123, 1.8063, -2.7050], [2.0954, 1.3045, 0.0328], [1.6033, 2.8563, -0.5969], [2.0014, 1.5522, -1.6497], [-2.8376, 3.6829, 0.5860], [-1.4272, 3.7129, 1.6329], [-1.2836, 3.3575, -0.1250], [-3.1600, 0.4019, 2.1434], [-2.8348, 1.8920, 3.0013], [-4.0074, 1.8061, 1.5933], [-3.0414, 0.0040, -0.5674], [-2.6476, -1.5286, -0.9295], [-3.3559, -1.2900, 0.6010], [0.5763, -2.0280, 0.6752], [-0.6696, -2.7198, -0.3796], [-1.1112, -2.4551, 1.3329], [-5.7239, 5.2823, 0.2797], [-5.5190, 6.3213, 1.2122], [-6.3902, 6.5468, 2.0282], [-4.4910, 6.9621, 0.9218], [-5.6092, 4.3111, 0.7609], [-4.9951, 5.4112, -0.5205], [-6.7627, 5.4955, 0.0276], [4.8100, 6.4330, -9.7736], [4.1229, 6.0030, -8.4967], [4.3327, 4.6049, -8.4162], [3.1445, 3.5557, -8.2024], [3.6727, 2.1410, -7.9881], [2.2640, 4.1280, -6.9387], [2.6658, 3.9313, -5.5681], [1.6694, 2.9159, -5.0886], [2.1364, 3.9067, -9.4496], [2.3597, 3.6156, -10.8651], [2.8972, 2.1999, -11.1316], [4.2525, 6.2857, -10.6985], [4.8491, 7.5163, -9.6593], [5.8598, 6.1449, -9.7174], [4.3012, 6.4181, -7.5048], [3.0584, 6.1747, -8.6568], [3.6549, 3.5242, -5.3583], [2.7501, 4.8179, -4.9396], [0.9063, 2.8765, -5.8659], [2.0282, 1.8884, -5.0279], [1.1188, 3.2911, -4.2260], [1.4351, 3.8311, -11.4005], [3.1447, 4.2524, -11.2730], [2.9923, 2.0372, -12.2052], [3.8694, 1.9822, -10.6895], [2.3034, 1.4092, -10.6730], [-5.2540, -1.9649, 2.5246], [-4.5037, -3.3023, 2.6779], [-4.7191, -4.3901, 1.8672], [-6.0968, -5.2645, 2.0818], [-6.4285, -5.6494, 3.4690], [-6.0089, -6.5264, 1.1442], [-5.5811, -6.5344, -0.2257], [-5.3397, -8.0153, -0.6118], [-7.2681, -4.4487, 1.3596], [-8.4411, -4.2085, 2.0940], [-9.5219, -3.6967, 1.1047], [-5.3480, -1.3821, 3.4409], [-4.8786, -1.1958, 1.8496], [-6.2424, -2.2602, 2.1725], [-3.4255, -3.1446, 2.6515], [-4.7489, -3.6615, 3.6774], [-6.3203, -6.0767, -0.8832], [-4.6141, -6.0381, -0.3076], [-4.4198, -8.2661, -0.0837], [-6.2329, -8.5743, -0.3326], [-5.2104, -8.0094, -1.6941], [-8.8006, -5.0146, 2.7335], [-8.1683, -3.3508, 2.7089], [-9.1461, -2.8773, 0.4920], [-9.8319, -4.3695, 0.3051], [-10.4520, -3.4097, 1.5953]]}